Entry from the Open Molecules 2025 dataset: a cluster of 2 separate species, H9N3Si2 in total in a non-equilibrium geometry (wB97M-V/def2-TZVPD).

Geometry (Å):
H: 0.5609 0.1609 -2.3789
H: 1.2976 -2.4829 0.0099
H: -2.8350 -0.2047 -1.4751
H: 1.0213 2.3851 0.8000
Si: -2.1882 -0.1121 0.0046
H: -3.2211 0.6116 0.7922
H: 1.7340 1.0040 -1.7597
N: 0.7930 0.7870 -1.5942
H: -2.0597 -1.6246 0.3612
N: 1.2387 -2.1491 0.9641
H: 1.0077 1.1661 2.0458
H: 2.0670 -1.6197 1.1314
Si: 0.0833 0.4575 -0.0906
N: 0.5004 1.6209 1.1894

Properties
ΔE to the lowest compared entry with this formula, charge and spin   108.00 kcal per mole
Gap between HOMO and LUMO (spin up / spin down)   0.2926 / 0.2573 Ha
E   -748.553203 a.u.
LUMO level (spin up / spin down)   -0.114 / -0.094 eV


Entry from the Open Molecules 2025 dataset: a cluster of 14 separate species, C8H24B2O28 in total in a non-equilibrium geometry (wB97M-V/def2-TZVPD).

Geometry (Å):
C: -0.8172 0.5388 3.8350
H: -1.0357 -4.8552 -3.4645
O: -4.4321 -1.8090 0.0062
H: 1.7893 2.9349 -1.3003
O: -0.2749 -0.2492 -0.1219
O: -0.3870 1.2732 4.7324
H: -1.4781 -3.1291 -3.1725
C: 2.1231 0.6765 1.7917
O: -1.2700 -2.1873 2.0349
H: 3.3064 0.3851 -2.3577
O: 3.5707 4.3069 1.7900
O: 1.9592 1.5120 2.7316
H: -3.0217 1.1049 -1.1014
C: -3.2545 -2.7414 2.8150
H: -4.4504 -1.0001 0.5568
H: -2.7282 -0.4925 -2.5321
C: 2.5630 1.1390 0.4791
C: -1.3762 1.0480 2.6497
O: 0.7170 3.8892 3.2769
H: 2.4711 -1.8231 -3.3143
H: -3.4984 -1.8307 -0.1050
H: -2.3925 1.0519 0.2280
O: -4.3564 -3.2958 2.7951
H: -0.8674 -1.6482 -3.5464
O: 3.4684 1.9577 0.3620
H: 4.5907 1.5479 -0.8653
C: -0.7522 -1.2518 -0.6393
O: 1.3951 -1.7697 -0.3313
H: -0.5516 2.4135 0.4654
O: -1.9746 -1.4553 -0.7872
O: -1.2762 2.1721 2.1919
O: 2.1787 -2.7309 -3.4619
O: -3.1993 0.3388 -2.6266
H: 1.3234 -2.7899 -2.9946
H: -0.6978 -4.3082 -2.0855
H: 0.0318 3.4227 2.8252
O: 0.0175 2.7394 -0.2336
H: 5.3474 2.3163 -1.8671
O: -2.0661 0.1703 2.0628
O: -2.8341 1.6787 -0.3491
O: 1.9633 0.5396 -0.4579
O: -1.4238 -4.7324 -2.5827
H: 3.7324 3.3881 1.8216
C: -2.1144 -3.0784 2.0378
H: -4.1374 0.2112 -2.5530
O: -2.0929 -3.9611 1.1823
O: 5.1399 1.4135 -1.6064
O: 0.2842 -3.0988 -1.6938
H: 0.4208 3.5549 0.0538
O: 2.8588 0.1011 -3.1742
O: 2.1536 3.4115 -1.9910
H: 1.4592 3.2966 3.1837
H: 3.9477 4.6605 2.5692
O: -1.0989 -0.6689 3.9931
H: 1.8995 0.0945 -3.0797
B: -1.8651 -1.0763 2.8328
O: -3.1528 -1.6090 3.3239
H: 3.0563 3.5539 -1.6187
B: 1.0888 -0.4560 0.2055
O: -1.5673 -2.3036 -3.6906
O: 1.2837 -0.2538 1.6430
C: 0.3042 -2.2375 -0.7708

Properties
ΔE to the lowest compared entry with this formula, charge and spin   128.45 kcal per mole
Gap between HOMO and LUMO   0.3307 Ha
E   -2476.173353 a.u.
LUMO level   3.534 eV
Total charge   -2


Entry from the Open Molecules 2025 dataset: a structure of composition BaH47O25 in a non-equilibrium geometry (wB97M-V/def2-TZVPD).

Geometry (Å):
O: 2.1183 -3.3138 -3.3929
H: -0.4492 -2.2847 -1.9553
H: -1.4896 3.8941 2.0434
O: -1.7452 1.5230 -3.7480
O: 2.6988 -1.6854 -1.1471
H: -0.6356 3.6393 3.2833
H: -2.8039 -1.2629 -3.0812
O: 1.2315 1.3354 0.4566
O: 4.0138 0.6025 -1.1043
H: 0.9340 2.9927 -3.0573
H: -1.1789 1.6318 -4.5004
O: -4.8355 -3.2687 1.6188
H: -2.8942 3.2679 -0.1425
H: -1.6972 3.9846 -0.7166
H: 1.8800 3.0697 -1.9007
H: 2.3543 4.4099 1.1674
H: 3.4840 -2.2430 -1.0783
Ba: -0.5522 0.8450 -1.2297
O: -2.3556 3.2938 -0.9796
H: -1.1392 -2.2355 0.4191
O: 0.1374 -1.9754 3.6057
O: -0.3460 0.2169 5.1218
H: -1.8253 0.4909 -3.5076
O: -1.8797 -0.9878 -2.9635
H: -1.8699 -1.3035 1.4243
O: 2.0213 3.8648 1.9130
H: -3.1375 2.7900 2.4926
O: 2.2696 -1.0614 1.4496
H: -2.3093 1.9258 1.4889
H: 2.2285 -1.3258 0.4643
H: -3.9055 -3.6162 1.4878
O: -1.6110 -2.1995 1.2921
H: 4.0664 0.9345 -0.2386
O: 0.6764 -3.9989 1.7565
H: -0.2370 -3.7278 1.5739
H: -0.8443 -1.6124 -4.2110
H: 2.0915 -3.4794 -0.9493
O: 1.1611 0.2076 -3.4642
H: 1.6311 -1.5431 2.0159
H: -0.3493 -1.8511 2.8082
H: 2.0064 -4.9677 -1.4051
H: -0.4937 -2.1856 -5.5566
H: 1.1365 -4.1034 0.9317
O: -1.6974 0.6836 1.1615
O: -4.5032 -0.0369 1.1907
O: 4.0396 3.1664 -2.4150
H: 1.0933 4.1090 1.9459
H: 2.5302 -2.6616 -2.8175
H: 1.5578 0.5298 0.9290
H: -1.1077 1.4979 4.2045
H: 1.9958 -0.1628 -3.0861
H: -4.8265 -2.3242 1.4328
O: -0.0944 -1.6182 -4.8934
H: 0.5769 0.3820 5.1727
H: 3.5464 -0.3062 -1.0817
H: -2.5734 1.8026 4.6075
O: -0.6904 4.2520 2.5349
H: -4.9541 0.7704 1.5067
H: -0.3408 -0.7399 5.0107
O: 1.8541 -4.3495 -0.6079
H: -3.5464 0.1534 1.0920
H: 0.9999 -0.4075 -4.2107
H: 4.1504 2.2343 -2.1595
H: -0.9586 0.5049 1.8152
O: -1.7749 2.2034 4.2513
O: 0.0252 -2.2064 -1.1224
H: 1.4313 -2.8304 -3.9079
H: 0.4102 -2.8964 3.6638
O: 0.8895 3.1282 -2.0476
H: 0.9479 -2.1697 -1.3333
H: 4.6166 3.6217 -1.7941
H: 1.6187 2.1123 0.8717
O: -2.7721 2.8704 1.6010

Properties
Gap between HOMO and LUMO   0.3446 Ha
E   -1935.002230 a.u.
LUMO level   1.994 eV
Total charge   -1


Entry from the Open Molecules 2025 dataset: a structure of composition C5H7NO in a non-equilibrium geometry (wB97M-V/def2-TZVPD).

Geometry (Å):
N: 1.1156 -0.1414 0.7467
H: -0.4010 0.2190 2.2075
C: 0.1146 -0.8891 -1.2034
C: -0.2726 0.1743 1.1261
O: -1.2764 -0.8101 0.6544
C: 0.7043 0.3718 -0.6260
H: 0.1127 2.2723 0.3213
H: 0.6839 -1.4753 -1.9110
C: -0.3363 1.2960 0.0859
C: -0.8507 -1.4464 -0.4738
H: -1.3453 1.4207 -0.2961
H: -1.2592 -2.4434 -0.6425
H: 1.5482 0.6206 1.2805
H: 1.4623 0.8310 -1.2696

Properties
ΔE to the lowest compared entry with this formula, charge and spin   62.69 kcal per mole
Gap between HOMO and LUMO   0.3538 Ha
E   -324.624563 a.u.
LUMO level   0.962 eV